# 1
The following is a DFT calculation (the ωB97M-V functional and the def2-TZVPD basis) of a molecular structure, C36H33N6O2PPdS2.

Last column: Mulliken charge in e.
CARTESIAN COORDINATES (ANGSTROEM)
Pd: 1.60322 -1.23916 -0.14535  0.308
N: 4.09607 1.65140 1.82182  -0.301
C: 3.23684 0.70098 1.42943  0.629
S: 3.00183 0.53174 -0.30414  -0.473
N: 2.67513 -0.04462 2.34598  -1.261
N: 1.92160 -1.05697 1.82547  0.974
C: 1.53678 -2.01497 2.58889  -0.282
C: 1.85970 -2.10549 4.02789  -0.505
C: 0.84526 -2.00769 4.97556  -0.050
C: 1.14787 -2.11110 6.32605  -0.792
C: 2.45789 -2.32471 6.72665  -0.441
C: 3.46915 -2.42371 5.78005  -0.779
C: 3.17445 -2.30619 4.43108  -0.088
C: 0.73305 -3.06818 1.91551  1.074
C: 0.22882 -4.14622 2.61327  -0.574
C: -0.59337 -5.05865 1.95208  -0.680
C: -0.87398 -4.84647 0.61306  -0.984
C: -0.28917 -3.75990 -0.02115  -0.156
N: 0.50887 -2.90014 0.59456  0.018
H: 4.51693 2.27145 1.15381  0.218
H: 4.24905 1.81288 2.80264  0.246
H: -0.17843 -1.83944 4.66131  0.510
H: 0.36045 -2.02555 7.06256  0.416
H: 2.69321 -2.41241 7.77853  0.431
H: 4.49038 -2.59001 6.09411  0.416
H: 3.96203 -2.37079 3.69067  0.472
H: 0.47518 -4.26173 3.65745  0.531
H: -1.00076 -5.91227 2.47538  0.485
H: -1.50777 -5.51965 0.05495  0.499
H: -0.43109 -3.60338 -1.07697  0.442
O: 1.51519 3.19063 2.33740  -0.486
C: 0.67045 3.24900 1.51718  0.357
O: 0.24202 2.06598 0.83819  0.509
C: -0.09054 4.40957 0.98853  0.022
C: 0.10354 5.72125 1.38539  -0.689
C: -0.66516 6.70431 0.77676  -0.551
C: -1.59382 6.38019 -0.21032  -0.742
C: -1.78525 5.06282 -0.60939  -0.292
C: -1.02575 4.08315 0.01013  0.192
P: -0.93169 2.32259 -0.21995  0.866
C: -2.35055 1.39935 0.26776  0.192
C: -3.56667 2.02399 0.53529  -0.588
C: -4.65393 1.25218 0.91905  -0.772
C: -4.51644 -0.12319 1.04246  -0.681
C: -3.29674 -0.74176 0.78536  -0.872
C: -2.20824 0.01329 0.39145  0.452
C: -0.42264 1.91599 -1.87023  1.150
C: 0.85189 2.29584 -2.33671  -0.612
C: 1.16701 2.14031 -3.67522  -1.014
C: 0.20950 1.65950 -4.55996  -0.510
C: -1.05942 1.30287 -4.10576  -0.949
C: -1.37477 1.40809 -2.76037  -0.561
H: 0.83450 5.95945 2.14598  0.544
H: -0.53866 7.73796 1.06764  0.437
H: -2.17255 7.16675 -0.67453  0.468
H: -2.50092 4.82026 -1.38424  0.530
H: -3.66503 3.09873 0.45693  0.455
H: -5.60263 1.72531 1.12880  0.455
H: -5.36469 -0.71976 1.34947  0.433
H: -3.19782 -1.81339 0.90014  0.566
H: -1.24751 -0.46235 0.20217  0.047
H: 1.58649 2.73067 -1.66965  0.457
H: 2.14766 2.42651 -4.02882  0.481
H: 0.44709 1.58579 -5.61317  0.525
H: -1.80858 0.95301 -4.80387  0.635
H: -2.36030 1.13164 -2.40651  0.653
C: -1.27829 -1.81437 -2.81443  -1.124
N: -0.30049 -1.78479 -3.87118  0.496
C: -0.70533 -2.09103 -5.24709  -0.504
C: 0.61433 -2.02848 -6.02851  -0.578
N: 1.58850 -1.93696 -4.94885  -0.150
C: 1.03056 -1.80562 -3.73958  0.332
S: 2.09237 -1.72992 -2.40605  -0.252
H: -2.15574 -1.24798 -3.12359  0.452
H: -0.87019 -1.34844 -1.91457  -0.083
H: -1.59703 -2.83891 -2.61688  0.527
H: -1.43616 -1.36361 -5.59847  0.255
H: -1.16330 -3.08216 -5.28157  0.394
H: 0.66912 -1.15000 -6.67189  0.301
H: 0.78093 -2.91557 -6.63624  0.348
H: 2.58648 -1.95774 -5.06958  0.180

Cartesian forces, eV/Å:
0.19 -0.32 0.18
-0.09 -0.04 -0.11
0.03 -0.16 0.24
-0.08 -0.11 -0.12
0.03 -0.04 -0.06
0.35 0.65 -0.37
-0.29 -0.40 -0.07
-0.03 0.07 0.01
0.00 -0.01 0.06
-0.05 0.02 -0.07
0.04 0.00 -0.01
-0.01 0.00 -0.01
0.08 -0.02 0.03
0.17 0.41 0.36
-0.27 -0.35 -0.12
0.17 0.25 -0.02
0.07 0.01 0.15
0.06 -0.35 -0.23
-0.17 0.22 0.02
0.00 -0.03 0.02
-0.05 -0.03 0.03
0.00 0.00 0.00
0.00 0.00 0.00
0.00 0.00 0.01
0.01 0.00 0.00
-0.01 0.00 0.02
-0.02 -0.02 0.03
0.00 0.00 0.02
-0.01 0.00 -0.02
0.03 0.03 -0.09
-0.23 0.02 -0.17
0.11 0.08 0.09
0.01 0.01 -0.03
0.05 -0.05 0.04
-0.03 0.02 -0.01
0.01 -0.03 0.00
0.00 -0.03 0.01
0.01 0.01 0.01
-0.08 -0.03 0.13
0.25 0.16 -0.18
-0.06 -0.02 -0.02
0.00 -0.05 0.02
0.03 -0.03 0.00
-0.01 0.04 0.00
0.03 -0.04 0.00
0.02 -0.02 -0.01
0.33 0.05 -0.25
-0.37 0.03 0.17
-0.10 0.01 0.12
-0.27 -0.08 0.11
0.24 0.04 -0.11
0.13 0.22 0.10
0.01 0.00 0.01
0.00 0.01 0.00
-0.01 0.00 0.00
0.00 0.00 -0.01
0.00 0.02 -0.01
-0.01 0.00 0.01
-0.01 0.00 0.00
0.00 0.00 0.00
-0.07 0.05 0.04
-0.07 -0.12 0.06
0.01 -0.01 -0.02
-0.02 -0.02 -0.02
0.00 0.00 -0.02
-0.01 0.01 -0.01
0.05 0.06 0.03
0.12 0.05 0.17
-0.02 -0.03 0.01
0.01 0.02 -0.04
-0.05 -0.09 0.04
0.06 0.04 -0.12
-0.16 0.07 0.03
0.00 0.01 -0.02
0.01 -0.16 -0.11
-0.05 -0.03 0.08
-0.01 0.00 0.01
0.00 0.00 -0.01
0.00 0.00 0.00
-0.01 0.01 0.00
0.01 0.01 0.00

**E_tot**: -85332.39854 eV
**Charge**: +2
**LUMO**: -5.2 eV
**Kohn-Sham gap**: 7.5 eV
**HOMO energy**: -0.468 hartree

***

# 2
The following is a DFT calculation (the ωB97M-V functional and the def2-TZVPD basis) of a molecular structure, C36H34As2I2N7OSe2Tl.

Last column: Mulliken charge in e.
CARTESIAN COORDINATES (ANGSTROEM)
Tl: -0.20822 -0.45427 0.46044  0.755
Se: -7.22159 2.48501 3.93859  0.255
N: -6.88475 1.79587 2.35081  -0.859
C: -5.58805 1.64409 2.25546  1.107
C: -4.91773 1.10963 1.08794  0.225
C: -5.61078 0.60708 -0.01467  -0.667
C: -4.89856 0.13628 -1.09497  -0.914
C: -3.50815 0.21404 -1.05529  -0.505
N: -2.83992 0.67236 -0.01366  0.097
C: -3.51317 1.08518 1.06384  -0.213
C: -2.73160 1.48782 2.24635  -0.290
N: -1.39489 1.36823 2.19304  0.398
C: -0.67605 1.70340 3.25123  -0.430
C: -1.23835 2.13681 4.45023  -1.183
C: -2.60709 2.25002 4.52956  -0.684
C: -3.37896 1.94387 3.40669  0.298
C: -4.82353 2.06250 3.40601  1.086
N: -5.52041 2.54035 4.40549  -0.858
H: -6.69234 0.59798 0.00590  0.524
H: -5.40107 -0.28866 -1.95267  0.437
H: -2.90430 -0.11449 -1.89571  0.548
H: 0.40008 1.62170 3.13546  0.626
H: -0.60733 2.35866 5.29941  0.510
H: -3.10475 2.56821 5.43598  0.529
C: -1.66480 3.66875 -1.54211  -1.343
As: -0.15503 2.55520 -0.90965  0.902
C: 0.54558 3.87593 0.35683  -0.738
C: 1.11736 2.96296 -2.37275  0.117
C: 1.13615 4.24497 -2.92188  -0.527
C: 2.01785 4.59528 -3.92944  -0.802
C: 2.91604 3.65541 -4.40967  -0.838
C: 2.91142 2.37879 -3.87647  -0.265
C: 2.01712 2.00751 -2.87353  0.132
As: 2.01463 0.14173 -2.25395  0.623
C: 3.93636 -0.03635 -1.88258  -1.124
C: 2.03496 -0.72428 -4.03783  -1.212
H: -1.43149 4.73262 -1.51058  0.437
H: -2.51980 3.48606 -0.88910  0.330
H: -1.95033 3.39614 -2.55840  0.383
H: 0.82373 4.79214 -0.16397  0.551
H: 1.41812 3.44935 0.84560  -0.311
H: -0.21330 4.10014 1.10824  0.376
H: 0.45826 5.00294 -2.54631  0.210
H: 2.00920 5.59920 -4.33554  0.386
H: 3.60768 3.91269 -5.20221  0.384
H: 3.61358 1.65254 -4.26967  0.182
H: 4.54705 0.20859 -2.75105  0.410
H: 4.15371 -1.05732 -1.56811  0.414
H: 4.18720 0.63861 -1.06607  0.224
H: 2.87147 -0.40422 -4.65869  0.384
H: 1.10099 -0.49855 -4.55365  0.326
H: 2.09579 -1.80398 -3.89341  0.375
I: 4.21642 3.11683 1.68113  -0.039
C: 3.81427 1.24742 2.56634  -0.306
C: 4.69615 0.76760 3.52945  -0.380
C: 4.50742 -0.46753 4.09597  -0.358
I: 5.89315 -1.11974 5.55295  0.007
C: 3.41662 -1.27064 3.70780  1.159
C: 3.18309 -2.58670 4.16534  -0.578
C: 2.08718 -3.28434 3.73838  -1.019
C: 1.19449 -2.65714 2.85644  -0.451
N: 1.39218 -1.44532 2.39947  -0.076
C: 2.48354 -0.74362 2.76706  0.200
C: 2.67194 0.55349 2.12056  -0.521
O: 1.87320 0.98967 1.23199  0.060
H: 5.54137 1.37098 3.83119  0.370
H: 3.88849 -3.03657 4.85116  0.161
H: 1.90206 -4.29725 4.07011  0.397
H: 0.29495 -3.16269 2.51297  0.599
C: -2.20553 -4.15362 -3.81498  -0.949
N: -1.24398 -4.86087 -3.00154  0.233
C: -0.29792 -5.75128 -3.47076  -0.493
C: 0.43245 -6.15381 -2.41340  -0.382
N: -0.07005 -5.50794 -1.30040  0.252
C: 0.44348 -5.60192 0.04765  -1.008
C: -1.10479 -4.70635 -1.65964  -0.153
Se: -2.10258 -3.64627 -0.55778  -0.344
H: -2.51916 -4.78651 -4.64290  0.326
H: -1.77257 -3.23126 -4.20523  0.284
H: -3.06429 -3.90218 -3.19748  0.343
H: -0.23308 -6.02205 -4.50941  0.449
H: 1.25234 -6.84707 -2.35809  0.418
H: 0.99836 -6.53054 0.16050  0.321
H: -0.38977 -5.58409 0.74694  0.345
H: 1.09264 -4.75323 0.26872  0.354

Cartesian forces, eV/Å:
0.26 -0.03 -0.26
-0.39 0.14 0.24
0.10 -0.24 -0.46
-0.22 0.14 0.30
0.32 -0.13 -0.24
0.05 0.08 0.05
-0.06 0.00 0.00
-0.01 0.01 -0.01
-0.05 -0.02 0.15
-0.35 -0.06 -0.21
0.13 0.14 0.47
-0.24 0.09 -0.11
0.12 0.00 0.02
-0.08 -0.02 0.06
-0.03 0.02 -0.08
0.38 -0.10 -0.14
-0.37 0.03 0.00
0.47 0.00 0.14
-0.01 -0.01 -0.01
0.02 0.04 -0.03
-0.03 -0.04 0.01
-0.02 -0.05 -0.03
0.03 0.04 -0.03
0.01 0.03 0.00
-0.04 -0.15 0.01
0.15 0.37 -0.22
0.00 -0.08 0.06
0.07 -0.18 -0.08
0.02 0.11 0.10
0.01 0.02 -0.02
0.01 0.00 -0.02
0.02 -0.05 -0.09
-0.17 0.14 0.05
0.17 -0.12 -0.17
-0.07 0.05 0.09
-0.11 0.03 0.16
0.05 -0.02 0.00
0.03 -0.02 0.03
0.04 -0.04 0.01
-0.04 0.01 -0.01
-0.04 -0.01 -0.01
-0.03 -0.04 -0.02
-0.01 -0.03 -0.01
-0.02 0.00 0.01
0.02 0.00 0.03
0.00 0.00 0.03
-0.04 0.01 -0.03
-0.04 0.00 -0.02
0.00 0.01 0.06
0.00 0.04 0.05
0.02 0.01 0.01
0.01 0.01 0.02
-0.02 -0.32 0.13
-0.16 0.39 -0.35
0.03 -0.24 0.19
0.43 0.01 0.26
-0.20 0.10 -0.24
-0.21 0.03 -0.16
-0.09 -0.04 0.01
0.08 0.01 0.05
-0.03 0.08 -0.02
-0.05 -0.09 -0.02
0.24 -0.13 0.16
0.18 0.15 -0.04
-0.17 -0.18 0.12
-0.01 0.03 -0.04
-0.01 0.00 0.02
0.00 0.01 0.03
0.01 -0.01 0.01
-0.10 0.11 -0.09
0.13 -0.13 0.16
0.06 -0.03 -0.05
0.03 -0.04 -0.06
-0.14 0.04 -0.18
0.06 0.02 0.18
0.05 -0.04 -0.08
-0.14 0.17 0.14
0.04 -0.03 0.01
-0.01 0.00 0.02
0.01 -0.02 0.02
0.00 0.01 0.01
0.00 0.02 0.04
0.01 0.00 -0.07
-0.01 -0.01 -0.03
0.00 -0.02 0.00

**E_tot**: -323627.35528 eV
**LUMO**: -0.8 eV
**Kohn-Sham gap**: 6.0 eV
**HOMO energy**: -0.247 hartree